{
  "formula": "C2H10NO",
  "method": "ωB97M-V with the def2-TZVPD basis set",
  "species": ["C", "N", "H", "H", "H", "H", "H", "H", "C", "O", "H", "H", "H", "H"],
  "positions_angstrom": [[-1.8370, -0.9663, 1.0360], [-0.5102, -0.9645, 0.2592], [-0.4928, -1.3656, -0.6891], [-0.2524, 0.0134, 0.3460], [0.1439, -1.5891, 0.7554], [-2.3634, -0.0096, 0.9296], [-1.5964, -1.4780, 1.9708], [-2.5796, -1.5505, 0.4594], [1.9453, 1.1914, -0.7123], [0.5515, 1.1618, -0.9821], [0.1306, 1.9866, -1.3599], [2.4270, 0.2930, -1.1408], [1.9415, 1.2827, 0.3762], [2.4920, 1.9946, -1.2484]],
  "forces_ev_per_angstrom": [[-1.32, -1.53, -1.65], [-0.36, -0.80, 1.05], [-0.59, 0.71, 0.03], [0.61, -0.64, -0.46], [-0.08, 0.54, 0.14], [0.94, 0.23, 1.02], [-0.66, 0.85, 0.15], [0.70, -0.48, 0.41], [0.06, 1.52, -2.76], [0.83, 0.67, -0.20], [0.48, -0.03, -0.17], [-0.37, -0.79, 0.85], [0.48, -0.41, 0.90], [-0.72, 0.17, 0.70]],
  "lumo_ev": [-8.5, -15.5],
  "relative_energy_ev": 1.2209,
  "multiplicity": 2,
  "gap_ha": [0.494, 0.237],
  "total_charge": 2
}

{
  "formula": "C12H44B2O14Pd2PtS2",
  "method": "ωB97M-V with the def2-TZVPD basis set",
  "species": ["Pt", "Pd", "Pd", "B", "H", "H", "H", "H", "B", "H", "H", "H", "H", "S", "O", "O", "O", "O", "S", "O", "O", "O", "O", "C", "C", "O", "H", "H", "H", "H", "H", "H", "C", "C", "O", "H", "H", "H", "H", "H", "H", "C", "C", "O", "H", "H", "H", "H", "H", "H", "C", "C", "O", "H", "H", "H", "H", "H", "H", "C", "C", "O", "H", "H", "H", "H", "H", "H", "C", "C", "O", "H", "H", "H", "H", "H", "H"],
  "positions_angstrom": [[2.7902, -1.0536, 0.6343], [3.2122, 2.5961, -0.7374], [-0.6058, 1.6906, 2.8415], [3.9888, 0.3949, -0.8153], [4.0258, 0.8736, 0.2237], [2.9148, 0.1783, -1.1696], [4.4335, 1.1856, -1.5108], [4.6659, -0.5390, -0.7870], [-0.4523, -0.4664, 3.6638], [0.6182, -0.0437, 3.7698], [-0.8035, -0.4416, 2.5553], [-0.4321, -1.5279, 4.1022], [-1.1381, 0.2157, 4.2775], [0.2722, 0.9885, -0.3016], [-0.4718, 1.5031, 0.8493], [0.9605, -0.2579, 0.0503], [-0.5975, 0.7225, -1.4347], [1.2241, 2.0806, -0.7173], [2.7707, 1.8340, 2.5518], [3.0364, 2.6514, 1.3405], [1.3817, 2.1776, 2.9228], [2.8626, 0.3773, 2.2129], [3.6748, 2.0420, 3.6471], [0.2808, -4.5184, 1.3829], [1.2361, -3.7367, 2.3278], [1.3622, -2.3861, 1.9135], [0.8109, -4.7644, 0.4641], [-0.5988, -3.9141, 1.1704], [-0.0111, -5.4288, 1.9072], [2.2371, -4.1546, 2.4201], [0.7926, -3.7603, 3.3269], [0.5616, -1.9098, 2.1960], [-4.2343, -2.1846, 0.5549], [-2.9173, -1.4380, 0.3340], [-3.0876, -0.0284, 0.1072], [-4.5975, -1.8258, 1.5152], [-4.0762, -3.2535, 0.4393], [-4.9254, -1.8966, -0.2395], [-2.3322, -1.8556, -0.4932], [-2.2799, -1.5462, 1.2184], [-2.1945, 0.2564, -0.1276], [-0.0813, -0.8578, -4.6454], [-0.4419, -1.9590, -3.6652], [0.2043, -1.6605, -2.4083], [-0.2993, 0.1420, -4.2727], [-0.6187, -0.9965, -5.5851], [1.0033, -0.9262, -4.7435], [-0.0375, -2.9104, -4.0135], [-1.5154, -2.1064, -3.5221], [-0.2364, -0.8316, -2.0804], [-2.6656, 4.9306, 3.6586], [-1.7306, 5.0866, 2.4754], [-0.9963, 3.8799, 2.2861], [-2.1431, 4.6257, 4.5727], [-3.5096, 4.2429, 3.5970], [-3.1178, 5.8873, 3.9321], [-1.1446, 6.0016, 2.5179], [-2.4526, 5.1430, 1.6512], [-0.4330, 3.9995, 1.5101], [3.1736, -4.0183, -2.8049], [3.5925, -2.8168, -1.9522], [2.5313, -2.5036, -1.0610], [4.0100, -4.2881, -3.4501], [2.3301, -3.7591, -3.4472], [2.8499, -4.8153, -2.1363], [3.7510, -1.9905, -2.6517], [4.5296, -3.0384, -1.4478], [1.7334, -2.2152, -1.5610], [-2.7133, 3.5366, -1.3415], [-2.6599, 3.2626, -2.8407], [-1.5299, 2.5008, -3.2279], [-3.2381, 2.7549, -0.7906], [-3.2455, 4.4743, -1.1688], [-1.6900, 3.6161, -0.9655], [-2.6119, 4.2062, -3.3861], [-3.5789, 2.7233, -3.1012], [-1.3756, 1.8437, -2.5174]],
  "forces_ev_per_angstrom": [[-0.12, -0.28, 0.53], [-0.30, -0.80, 1.27], [0.04, -0.75, 1.04], [-0.41, -0.30, -0.05], [0.18, 0.53, 1.93], [-1.13, -0.39, -0.79], [1.21, 1.17, -2.04], [1.33, -0.76, -0.23], [0.64, 0.14, -0.11], [1.46, 0.34, 0.12], [-0.60, -0.28, -1.61], [-0.19, -1.36, 0.37], [-1.72, 1.22, 1.52], [1.20, 0.69, -0.28], [-0.77, 0.23, -1.68], [-1.09, 0.07, -0.14], [-0.63, -0.13, 0.36], [-0.34, -0.08, -0.28], [0.14, -2.40, 1.43], [1.00, 1.53, -1.00], [0.15, 0.84, 0.51], [-0.21, -0.11, -0.15], [-0.12, 0.98, -0.59], [1.23, 0.23, 0.70], [-1.01, -0.54, -0.12], [0.14, 0.38, -0.06], [-0.23, -0.02, -0.14], [-0.04, -0.01, -0.02], [-0.12, -0.10, -0.22], [-0.04, -0.10, -0.29], [0.13, 0.19, 0.08], [0.27, 0.27, -0.02], [0.66, 1.31, -0.77], [0.54, -0.07, 0.05], [-0.16, -0.67, 0.08], [-0.42, -0.60, 0.07], [-0.02, -0.09, 0.58], [-0.14, 0.08, 0.12], [-0.21, -0.13, -0.18], [-0.07, -0.20, 0.11], [-0.36, 0.37, -0.10], [-0.06, -0.32, 0.09], [0.48, 0.30, 0.42], [-0.73, 0.06, -0.04], [-0.24, -0.04, 0.15], [0.32, 0.03, -0.14], [-0.03, 0.15, -0.52], [0.01, -0.03, 0.05], [-0.02, 0.20, 0.06], [0.69, -0.72, -0.10], [0.29, 0.34, 1.65], [-2.58, -0.69, -0.14], [0.76, 0.26, -0.09], [0.26, 0.03, -0.14], [0.24, -0.19, -0.78], [0.11, 0.12, -0.27], [0.43, -0.29, 0.15], [0.52, 0.40, -0.43], [0.04, -0.28, 0.06], [0.02, 0.46, 0.35], [-0.51, -0.40, -1.78], [0.26, 0.04, 1.03], [-0.06, -0.34, 0.09], [-0.01, 0.06, 0.03], [0.24, -0.28, -0.22], [0.21, 0.23, 0.33], [-0.25, 0.19, 0.53], [-0.17, 0.05, -0.14], [0.05, 0.16, -0.05], [-0.15, -0.25, 0.15], [-0.10, -0.18, 0.41], [0.15, -0.11, -0.02], [0.06, 0.01, 0.14], [-0.06, 0.14, 0.13], [-0.06, -0.09, -0.11], [-0.03, 0.21, -0.29], [0.09, 0.36, -0.58]],
  "lumo_ev": [-1.2, -3.5],
  "multiplicity": 7,
  "gap_ha": [0.285, 0.224],
  "total_charge": 0
}